# C10H24NO2P

One molecule with the formula C10H24NO2P at a distorted geometry (ωB97M-V/def2-TZVPD, the OMol25 dataset).

The geometry in XYZ format:
```
38
Properties=species:S:1:pos:R:3:nbo_charge:R:1
P 2.7772 1.1400 -0.4379 0.982
O -4.6142 -0.0646 0.1504 -0.532
O -3.0268 1.5098 -0.2093 -0.586
N 4.4393 1.1523 0.2531 -0.933
C 1.0497 0.9973 -1.2094 -0.731
C -3.6910 -1.0910 0.5558 -0.057
C 4.5541 -0.7151 1.9548 -0.625
C -4.9580 2.1623 1.0319 -0.725
C -4.1068 1.1896 0.2692 0.808
C 4.9288 -0.1973 0.5556 -0.234
C 0.7373 -0.4907 -1.3763 -0.407
C -1.3761 -1.5572 -0.4731 -0.387
C -0.7557 -0.7873 -1.6372 -0.395
C -2.9039 -1.6938 -0.6161 -0.437
H 5.1920 -1.5455 2.2414 0.212
H 4.5174 -0.9088 -0.1620 0.181
H 0.3020 1.4139 -0.5341 0.210
H 4.3932 1.6259 1.1498 0.346
H 1.3819 -0.9324 -2.1346 0.201
H -0.8564 -1.3532 -2.5612 0.196
H -1.1348 -0.9879 0.4234 0.193
H -0.8971 -2.5308 -0.4110 0.200
H 1.0273 -0.9748 -0.4354 0.182
H 4.5766 0.0742 2.6998 0.198
H -5.7367 2.5855 0.4042 0.246
H -5.4335 1.7069 1.8946 0.231
H 2.2053 0.7119 0.7984 -0.078
H 3.5400 -1.1115 1.9266 0.200
H -1.2691 0.1624 -1.7550 0.217
H 1.0177 1.4891 -2.1819 0.203
H -3.1950 -2.7388 -0.6806 0.206
H -4.2825 -1.8566 1.0467 0.189
H -4.3199 2.9691 1.3715 0.240
H -3.0137 -0.6855 1.3033 0.177
H 3.2612 0.2573 -1.4352 -0.066
H -3.2059 -1.2036 -1.5346 0.226
H 6.0105 -0.2458 0.4459 0.186
H 2.8658 2.5247 -0.6917 -0.035
```

Output
- Gap between HOMO and LUMO: 9.2 eV
- F_max: 0.035 Eh/bohr
- Energy above the lowest of the compared OMol25 structures with the same formula, charge and spin: 39.7 kJ/mol
- Charge: 0